A structure of composition C45H126NO19Zn at a distorted geometry, computed with ωB97M-V with the def2-TZVPD basis set.

```
192
Properties=species:S:1:pos:R:3
Zn 6.244 3.263 4.259
C 1.799 2.416 -1.537
C 0.605 1.891 -0.681
C -0.181 0.956 -1.645
C -1.329 0.237 -0.851
C -0.738 -0.540 0.302
C 0.146 0.265 1.291
N 1.110 1.144 0.512
O 2.156 1.762 1.321
C 0.940 -0.849 2.074
C -0.813 1.009 2.309
C -0.246 3.089 -0.282
H 1.416 2.684 -2.522
H 2.541 1.624 -1.641
H 2.341 3.266 -1.124
H 0.556 0.225 -1.978
H -0.651 1.452 -2.494
H -1.905 -0.431 -1.491
H -2.083 0.929 -0.475
H -0.177 -1.299 -0.244
H -1.525 -1.103 0.804
H 1.596 -1.479 1.472
H 0.259 -1.522 2.594
H 1.583 -0.455 2.861
H -1.803 1.272 1.937
H -0.430 1.985 2.608
H -0.980 0.409 3.204
H -1.035 2.766 0.398
H -0.791 3.573 -1.092
H 0.308 3.885 0.215
C 6.426 6.983 -7.940
C 6.039 8.129 -8.854
O 5.337 9.070 -8.035
H 7.142 7.215 -7.152
H 6.859 6.189 -8.548
H 5.520 6.578 -7.488
H 5.385 7.658 -9.587
H 6.851 8.611 -9.398
H 5.924 9.476 -7.393
C 4.587 -5.928 -1.969
C 3.496 -6.918 -2.348
O 4.108 -8.221 -2.492
H 4.217 -4.926 -1.751
H 5.363 -5.836 -2.729
H 5.002 -6.357 -1.058
H 3.062 -6.480 -3.246
H 2.712 -6.926 -1.590
H 3.589 -8.680 -3.156
C 0.392 4.648 -9.917
C -0.792 3.742 -9.453
O -1.984 4.524 -9.574
H 0.352 5.522 -9.267
H 0.275 5.008 -10.939
H 1.344 4.138 -9.771
H -0.671 3.381 -8.431
H -0.834 2.843 -10.067
H -2.690 3.958 -9.254
C -6.623 3.541 -5.485
C -6.612 2.077 -6.030
O -6.488 2.159 -7.426
H -6.767 3.562 -4.405
H -7.444 4.152 -5.860
H -5.692 4.077 -5.669
H -7.609 1.661 -5.890
H -5.898 1.418 -5.535
H -6.452 1.285 -7.821
C -5.718 -4.731 5.522
C -6.445 -5.914 6.131
O -6.597 -5.755 7.544
H -4.715 -4.470 5.860
H -6.269 -3.807 5.694
H -5.639 -4.839 4.441
H -5.930 -6.867 6.009
H -7.388 -6.071 5.609
H -5.693 -5.681 7.860
C -3.338 -3.508 -8.799
C -4.045 -3.729 -10.182
O -5.000 -2.667 -10.265
H -4.048 -3.541 -7.973
H -2.852 -2.537 -8.711
H -2.617 -4.294 -8.573
H -4.462 -4.733 -10.261
H -3.295 -3.619 -10.965
H -5.353 -2.766 -11.152
C -4.849 2.961 9.682
C -4.682 4.402 10.138
O -3.501 4.543 10.882
H -4.132 2.745 8.890
H -5.817 2.810 9.205
H -4.751 2.183 10.439
H -5.509 4.663 10.797
H -4.801 5.115 9.323
H -3.398 5.425 11.248
C 11.321 0.418 -2.124
C 10.049 0.102 -2.857
O 10.252 -0.978 -3.736
H 12.133 0.640 -2.817
H 11.646 -0.456 -1.561
H 11.215 1.313 -1.511
H 9.814 0.969 -3.475
H 9.251 -0.008 -2.123
H 9.527 -0.963 -4.365
C -3.403 -9.403 0.191
C -4.177 -10.427 0.977
O -5.487 -10.096 1.249
H -3.400 -8.408 0.636
H -3.810 -9.245 -0.808
H -2.420 -9.816 -0.032
H -3.744 -10.665 1.949
H -4.157 -11.349 0.395
H -5.899 -10.821 1.724
C -8.004 -3.680 -2.654
C -7.590 -4.726 -1.629
O -7.831 -5.953 -2.165
H -9.057 -3.723 -2.933
H -7.471 -3.848 -3.589
H -7.791 -2.711 -2.202
H -8.172 -4.562 -0.721
H -6.551 -4.621 -1.317
H -7.561 -6.580 -1.490
C 1.817 7.713 4.684
C 3.268 7.777 4.084
O 4.063 6.953 4.872
H 1.180 8.403 4.131
H 1.876 7.925 5.751
H 1.453 6.696 4.533
H 3.584 8.820 4.058
H 3.328 7.378 3.072
H 4.346 7.448 5.645
C -0.915 -4.018 9.992
C -1.126 -5.388 10.701
O -2.027 -6.170 9.973
H -0.519 -4.143 8.984
H -0.181 -3.464 10.577
H -1.844 -3.469 9.841
H -1.528 -5.338 11.713
H -0.185 -5.938 10.707
H -1.658 -7.053 9.906
C 1.848 -8.862 4.916
C 1.976 -10.099 3.948
O 1.092 -11.010 4.539
H 2.294 -9.100 5.882
H 0.823 -8.504 5.014
H 2.429 -8.027 4.525
H 2.972 -10.535 4.026
H 1.709 -9.806 2.932
H 1.101 -11.824 4.030
C -5.553 6.630 2.986
C -6.451 6.102 1.932
O -7.804 6.037 2.359
H -4.646 6.867 2.430
H -5.317 5.914 3.774
H -5.947 7.524 3.472
H -6.118 5.152 1.515
H -6.523 6.852 1.144
H -8.333 5.670 1.646
C 7.750 -3.337 4.225
C 7.818 -2.176 3.259
O 8.086 -0.925 3.871
H 7.026 -3.109 5.008
H 8.720 -3.501 4.694
H 7.445 -4.248 3.712
H 6.925 -2.040 2.649
H 8.669 -2.285 2.587
H 8.930 -1.139 4.276
C 3.754 -2.301 -7.397
C 4.838 -1.261 -7.106
O 5.943 -1.787 -7.751
H 2.839 -2.007 -6.883
H 4.000 -3.332 -7.141
H 3.426 -2.262 -8.435
H 5.060 -1.223 -6.040
H 4.582 -0.266 -7.472
H 5.723 -1.620 -8.670
C -2.201 10.039 -4.219
C -0.711 9.908 -4.364
O -0.396 10.616 -5.555
H -2.725 9.644 -5.090
H -2.359 11.117 -4.200
H -2.625 9.524 -3.356
H -0.444 8.854 -4.440
H -0.251 10.308 -3.461
H 0.510 10.449 -5.825
C 3.401 3.390 9.950
C 3.126 2.645 8.664
O 4.293 2.222 7.984
H 4.096 2.949 10.664
H 2.421 3.440 10.425
H 3.800 4.383 9.743
H 2.593 3.264 7.942
H 2.487 1.787 8.870
H 4.793 1.690 8.607
```

The calculation puts the lowest unoccupied orbital energy at -0.282 Eh. For the frontier orbital gap, the calculation gives 2.4 eV. The net charge is +1.

***

A structure of composition C45H27Cl2F12N6O4Sc, computed with ωB97M-V with the def2-TZVPD basis set.

```
97
Properties=species:S:1:pos:R:3
Sc 0.381 0.649 0.158
Cl 3.781 -2.936 -4.902
C 3.207 -2.472 -3.316
C 1.943 -1.917 -3.214
C 1.439 -1.488 -1.979
N 0.203 -0.867 -1.746
C -0.704 -0.828 -2.727
O -0.605 -1.206 -3.909
C -2.058 -0.237 -2.377
C -2.812 0.338 -3.402
C -4.087 0.778 -3.122
C -4.590 0.604 -1.838
C -3.763 0.037 -0.886
N -2.517 -0.361 -1.139
C 2.264 -1.647 -0.843
C 3.521 -2.228 -0.962
C 3.999 -2.634 -2.196
Cl 5.602 -3.321 -2.297
N 1.810 -1.082 0.356
C 2.152 -1.651 1.511
O 2.719 -2.734 1.716
C 1.837 -0.797 2.722
C 2.383 -1.146 3.951
C 2.195 -0.298 5.026
C 1.477 0.873 4.837
C 0.948 1.133 3.583
N 1.108 0.303 2.554
H 1.347 -1.793 -4.099
H -2.369 0.422 -4.383
H -4.685 1.256 -3.889
H -5.588 0.926 -1.570
H -4.105 -0.089 0.134
H 4.138 -2.350 -0.086
H 2.953 -2.062 4.009
H 2.618 -0.535 5.995
H 1.326 1.584 5.639
H 0.383 2.032 3.389
C 5.298 0.884 -4.414
C 4.017 1.228 -3.703
C 2.783 1.124 -4.331
C 1.612 1.400 -3.653
C 1.610 1.796 -2.308
N 0.441 1.956 -1.579
C -0.690 2.551 -2.039
C -0.938 3.114 -3.303
C -2.175 3.660 -3.627
C -3.221 3.688 -2.721
C -4.571 4.255 -3.073
C -2.973 3.202 -1.434
C -1.752 2.673 -1.106
C -2.076 3.073 1.224
O -1.461 2.247 0.206
C -2.561 2.308 2.345
F -3.534 1.400 2.031
F -3.062 3.078 3.335
F -1.635 1.484 3.026
C -1.259 4.255 1.525
F -0.819 4.850 0.403
F -1.933 5.199 2.236
F -0.102 4.063 2.276
C 2.865 1.893 -1.658
C 4.027 1.622 -2.372
C 2.922 2.303 -0.174
O 1.873 1.870 0.567
C 2.969 3.856 -0.108
F 3.128 4.304 1.150
F 1.846 4.387 -0.582
F 3.983 4.387 -0.832
C 4.199 1.745 0.549
F 4.409 0.457 0.263
F 4.075 1.828 1.878
F 5.351 2.398 0.248
H 5.093 0.398 -5.368
H 5.903 0.196 -3.819
H 5.905 1.773 -4.610
H 2.732 0.766 -5.355
H 0.664 1.213 -4.138
H -0.150 3.128 -4.041
H -2.321 4.064 -4.625
H -4.682 4.356 -4.155
H -4.731 5.243 -2.630
H -5.379 3.609 -2.714
H -3.723 3.265 -0.656
H 4.985 1.699 -1.875
N -1.023 -0.881 1.254
C -1.748 -1.446 1.931
C -2.658 -2.159 2.781
C -3.039 -3.455 2.442
C -3.921 -4.137 3.264
C -4.417 -3.527 4.408
C -4.036 -2.233 4.736
C -3.154 -1.538 3.925
H -2.643 -3.910 1.545
H -4.222 -5.145 3.008
H -5.108 -4.064 5.047
H -4.431 -1.758 5.625
H -2.855 -0.524 4.147
```

The calculation puts the lowest unoccupied orbital energy at 0.135 Eh. For the frontier orbital gap, the calculation gives 5.2 eV. The net charge is -2.

***

A structure of composition C45H30Cl2N4V at a distorted geometry, computed with ωB97M-V with the def2-TZVPD basis set.

```
82
Properties=species:S:1:pos:R:3
V -0.622 0.015 0.002
C 2.238 5.467 4.329
C 2.204 4.138 4.718
C 1.438 3.219 4.023
C 0.647 3.594 2.924
C 0.769 4.927 2.500
C 1.531 5.848 3.199
C -0.134 2.580 2.191
C -0.288 1.281 2.705
C -0.409 0.964 4.109
C -0.869 -0.307 4.189
C -0.938 -0.815 2.847
C -1.171 -2.146 2.522
C -1.618 -3.096 3.578
C -0.785 -3.537 4.601
C -1.257 -4.431 5.552
C -2.564 -4.891 5.491
C -3.401 -4.462 4.471
C -2.928 -3.571 3.519
C -0.968 -2.664 1.235
N -0.631 -1.912 0.140
C -0.337 -2.801 -0.867
C -0.072 -2.442 -2.193
C 0.304 -3.521 -3.150
C -0.667 -4.355 -3.696
C -0.305 -5.389 -4.547
C 1.030 -5.598 -4.861
C 2.001 -4.759 -4.334
C 1.639 -3.723 -3.483
C -0.254 -1.150 -2.677
C -0.256 -0.798 -4.073
C -0.729 0.469 -4.160
C -0.970 0.919 -2.816
N -0.651 -0.072 -1.919
C -1.472 2.161 -2.449
C -1.487 2.612 -1.125
C -1.919 3.898 -0.696
C -1.461 4.066 0.579
C -0.774 2.867 0.944
N -0.862 1.963 -0.075
C -1.963 3.083 -3.509
C -3.240 2.913 -4.039
C -3.726 3.788 -5.000
C -2.936 4.835 -5.450
C -1.658 5.004 -4.935
C -1.176 4.134 -3.968
C -0.463 -4.141 -0.379
C -0.895 -4.057 0.909
N -0.616 0.182 1.953
H 2.836 6.188 4.872
H 2.798 3.808 5.562
H 1.478 2.182 4.320
H 0.294 5.257 1.593
H 1.588 6.868 2.842
H -0.267 1.650 4.926
H -1.140 -0.860 5.074
H 0.239 -3.187 4.642
H -0.600 -4.774 6.341
H -2.930 -5.585 6.237
H -4.422 -4.817 4.415
H -3.571 -3.229 2.717
H -1.709 -4.190 -3.450
H -1.068 -6.032 -4.966
H 1.312 -6.414 -5.514
H 3.044 -4.912 -4.581
H 2.395 -3.069 -3.065
H 0.029 -1.464 -4.872
H -0.899 1.059 -5.047
H -2.509 4.579 -1.289
H -1.670 4.892 1.238
H -3.852 2.091 -3.687
H -4.722 3.647 -5.398
H -3.314 5.516 -6.201
H -1.035 5.814 -5.291
H -0.181 4.272 -3.562
H -0.267 -5.030 -0.956
H -1.122 -4.863 1.588
Cl 4.671 -0.679 -1.382
C 3.972 -0.007 0.090
Cl 2.180 0.012 0.020
H 4.307 1.016 0.200
H 4.264 -0.628 0.928
```

As for the multiplicity: 4. The calculation puts the lowest unoccupied orbital energy (spin up / spin down) at -0.040 / -0.048 Eh. Its expectation value of S² is 3.78. For the frontier orbital gap (spin up / spin down), the calculation gives 5.3 / 5.3 eV. The net charge is 0.

***

A cluster of 3 separate species, C45H30F4N2O7P2 in total at a distorted geometry, computed with ωB97M-V with the def2-TZVPD basis set.

```
90
Properties=species:S:1:pos:R:3
C 2.272 -3.561 -1.395
C 1.242 -2.666 -0.767
N 1.160 -1.434 -1.169
C 0.228 -0.652 -0.535
C 0.117 0.692 -0.923
C -0.784 1.529 -0.332
C -0.830 2.954 -0.840
F -2.076 3.358 -1.135
F -0.283 3.829 -0.007
F -0.139 3.064 -1.992
C -1.638 1.027 0.707
P -2.846 2.077 1.598
P -1.535 2.887 3.165
O -0.171 3.009 2.623
O -2.109 4.281 3.676
O -1.500 1.867 4.412
C -1.558 -0.306 1.075
C -2.480 -0.897 2.132
C -3.816 -1.282 1.524
C -3.860 -2.246 0.515
C -5.062 -2.599 -0.082
C -6.263 -2.010 0.306
C -6.221 -1.074 1.332
C -5.016 -0.711 1.926
C -0.605 -1.166 0.455
N -0.534 -2.472 0.869
C 0.377 -3.136 0.263
F 0.529 -4.412 0.632
H 2.114 -3.627 -2.468
H 2.315 -4.533 -0.920
H 3.230 -3.057 -1.265
H 0.784 1.044 -1.694
H -3.189 3.175 0.798
H -1.559 4.567 4.421
H -1.154 1.030 4.077
H -2.626 -0.218 2.968
H -2.037 -1.796 2.554
H -2.967 -2.744 0.161
H -5.101 -3.329 -0.881
H -7.186 -2.290 -0.178
H -7.152 -0.626 1.654
H -5.049 0.024 2.718
O -3.597 7.079 -6.622
C -2.433 6.968 -6.297
C -2.053 6.728 -4.878
C -3.051 6.608 -3.919
C -2.715 6.348 -2.602
C -1.381 6.204 -2.235
C -0.382 6.338 -3.183
C -0.712 6.605 -4.506
C 0.376 6.763 -5.510
O 1.542 6.710 -5.180
C -0.005 6.983 -6.934
C 0.994 7.098 -7.893
C 0.656 7.271 -9.225
C -0.681 7.330 -9.604
C -1.679 7.229 -8.651
C -1.346 7.061 -7.313
H -4.088 6.715 -4.208
H -3.494 6.250 -1.856
H -1.122 5.988 -1.207
H 0.656 6.231 -2.900
H 2.032 7.047 -7.595
H 1.435 7.357 -9.971
H -0.943 7.457 -10.647
H -2.720 7.278 -8.942
O 3.440 -6.576 7.250
C 3.728 -6.445 6.079
C 5.040 -6.921 5.557
C 5.931 -7.541 6.423
C 7.138 -8.022 5.946
C 7.461 -7.886 4.599
C 6.584 -7.255 3.734
C 5.374 -6.765 4.209
C 4.449 -6.072 3.270
O 4.761 -5.890 2.110
C 3.130 -5.616 3.787
C 2.239 -5.000 2.917
C 0.993 -4.596 3.368
C 0.638 -4.807 4.698
C 1.527 -5.409 5.574
C 2.777 -5.812 5.124
H 5.674 -7.649 7.468
H 7.829 -8.508 6.621
H 8.400 -8.273 4.226
H 6.834 -7.143 2.688
H 2.526 -4.845 1.888
H 0.297 -4.120 2.706
H -0.337 -4.498 5.051
H 1.251 -5.570 6.607
```

Its SMILES is Cc1nc2cc(C(F)(F)F)c(PP(=O)(O)O)c(Cc3ccccc3)c2nc1F.O=C1c2ccccc2C(=O)c2ccccc21.O=C1c2ccccc2C(=O)c2ccccc21. The calculation puts the lowest unoccupied orbital energy at -0.037 Eh. For the frontier orbital gap, the calculation gives 8.0 eV. The net charge is 0.